{"formula": "F2HO3P", "method": "the ωB97M-V functional and the def2-TZVPD basis", "e_homo_ev": [-7.151, -11.451], "multiplicity": 3, "elements": ["O", "O", "O", "F", "F", "P", "H"], "positions_angstrom": [[-1.87, -0.24, -0.50], [1.83, 0.84, -0.40], [0.47, 0.57, -0.25], [2.38, 0.51, 0.84], [-0.38, -1.42, 1.18], [-0.51, -1.00, -0.43], [-1.93, 0.73, -0.44]]}